{
  "formula": "C53H46N5P2PdSi",
  "method": "ωB97M-V with the def2-TZVPD basis set",
  "gap_ha": [0.2034, 0.2032],
  "homo_energy_ev": [-15.3, -15.3],
  "total_charge": 3,
  "elements": ["Pd", "C", "N", "C", "C", "N", "C", "C", "C", "C", "C", "C", "N", "C", "N", "C", "C", "C", "C", "C", "C", "N", "H", "H", "H", "H", "H", "H", "H", "H", "H", "H", "H", "H", "H", "H", "H", "C", "Si", "C", "C", "C", "C", "C", "C", "P", "C", "C", "C", "C", "C", "C", "C", "C", "C", "C", "C", "C", "C", "C", "C", "C", "C", "C", "P", "C", "C", "C", "C", "C", "C", "C", "C", "C", "C", "C", "C", "H", "H", "H", "H", "H", "H", "H", "H", "H", "H", "H", "H", "H", "H", "H", "H", "H", "H", "H", "H", "H", "H", "H", "H", "H", "H", "H", "H", "H", "H", "H"],
  "coordinates": [[0.9215, -0.0720, 0.2026], [2.6529, 0.1439, 2.8278], [2.8407, -0.4709, 1.4997], [3.2100, -1.9064, 1.5388], [2.0155, -2.7988, 1.5302], [1.1168, -2.8439, 0.5466], [0.0924, -3.7328, 0.9949], [-1.1301, -4.1203, 0.4411], [-1.8780, -5.0353, 1.1561], [-1.4442, -5.5646, 2.3838], [-0.2531, -5.1653, 2.9489], [0.4818, -4.2341, 2.2282], [1.6983, -3.6172, 2.5214], [1.2462, -0.0599, 3.2848], [0.3320, -0.5143, 2.4710], [-0.8444, -0.5768, 3.2319], [-2.1041, -1.0670, 2.8889], [-3.0817, -1.0344, 3.8600], [-2.8199, -0.5259, 5.1481], [-1.5686, -0.0680, 5.5068], [-0.5873, -0.1249, 4.5195], [0.7744, 0.1914, 4.5245], [3.3730, -0.2238, 3.5646], [2.8300, 1.2164, 2.7173], [3.5977, 0.0122, 1.0283], [3.8192, -2.1348, 0.6621], [3.8181, -2.1219, 2.4201], [-1.4934, -3.7294, -0.4981], [-2.8286, -5.3595, 0.7534], [-2.0597, -6.2908, 2.8975], [0.0912, -5.5611, 3.8952], [2.2427, -3.7502, 3.3609], [-2.2988, -1.4611, 1.8982], [-4.0694, -1.4190, 3.6395], [-3.6173, -0.5089, 5.8793], [-1.3649, 0.2989, 6.5041], [1.3032, 0.5424, 5.3073], [2.5839, -4.2487, -1.4097], [1.5822, -2.7132, -1.2709], [2.5482, -1.2041, -1.7263], [3.4437, -1.2817, -2.8030], [4.1436, -0.1538, -3.2167], [3.9714, 1.0497, -2.5502], [3.0789, 1.1608, -1.4799], [2.3809, 0.0395, -1.1143], [0.6316, 2.4434, 0.7950], [1.4167, 3.9131, 0.2633], [0.7378, 4.9441, -0.4263], [1.4241, 6.0737, -0.8257], [2.7819, 6.1955, -0.5351], [3.4676, 5.1868, 0.1399], [2.7983, 4.0394, 0.5145], [-0.8776, 2.9770, 1.4470], [-1.0604, 4.2851, 1.9859], [-2.2587, 4.6207, 2.5698], [-3.2932, 3.6828, 2.6254], [-3.1332, 2.3970, 2.1140], [-1.9347, 2.0385, 1.5382], [0.0121, -2.8592, -2.2029], [-0.2186, -4.0720, -2.8569], [-1.4135, -4.3173, -3.5252], [-2.3984, -3.3472, -3.5386], [-2.1796, -2.1261, -2.9082], [-0.9774, -1.8670, -2.2562], [-0.6642, -0.1905, -1.6098], [-2.2991, 0.5031, -1.2693], [-3.2133, -0.2503, -0.5268], [-4.4693, 0.2597, -0.2372], [-4.8114, 1.5393, -0.6626], [-3.8996, 2.3004, -1.3784], [-2.6428, 1.7872, -1.6831], [-0.0793, 0.7000, -3.0923], [-0.3087, 0.2098, -4.3784], [0.0488, 0.9596, -5.4922], [0.6327, 2.2085, -5.3372], [0.8544, 2.7119, -4.0627], [0.5042, 1.9561, -2.9558], [2.8808, -4.4409, -2.4453], [2.0205, -5.1184, -1.0635], [3.5070, -4.1826, -0.8268], [3.5990, -2.2220, -3.3220], [4.8347, -0.2196, -4.0463], [4.5222, 1.9265, -2.8688], [2.9631, 2.1064, -0.9728], [-0.3159, 4.8429, -0.6536], [0.9100, 6.8631, -1.3572], [3.3155, 7.0852, -0.8448], [4.5203, 5.3006, 0.3620], [3.3330, 3.2503, 1.0321], [-0.2524, 4.9998, 1.9725], [-2.4000, 5.6089, 2.9859], [-4.2327, 3.9590, 3.0891], [-3.9422, 1.6813, 2.1709], [-1.8044, 1.0429, 1.1420], [0.5285, -4.8547, -2.8368], [-1.5722, -5.2665, -4.0209], [-3.3332, -3.5245, -4.0546], [-2.9502, -1.3671, -2.9541], [-2.9507, -1.2482, -0.1896], [-5.1874, -0.3437, 0.3041], [-5.7927, 1.9388, -0.4398], [-4.1714, 3.2908, -1.7205], [-1.9505, 2.3797, -2.2684], [-0.7678, -0.7581, -4.5272], [-0.1410, 0.5688, -6.4833], [0.9133, 2.7880, -6.2069], [1.3023, 3.6897, -3.9324], [0.6908, 2.3602, -1.9693]],
  "forces_ev_per_a": [[0.170, 0.660, 0.512], [0.037, 0.198, -0.030], [-0.021, -0.127, 0.225], [0.094, 0.083, -0.008], [0.113, 0.167, -0.107], [-0.212, -0.449, -0.014], [0.075, 0.193, -0.267], [-0.029, 0.026, -0.023], [0.012, -0.018, 0.063], [-0.058, 0.036, -0.053], [-0.035, -0.015, 0.021], [0.226, -0.013, 0.199], [-0.213, -0.037, 0.129], [0.188, -0.124, 0.026], [-0.962, 0.020, -0.198], [0.072, -0.302, -0.261], [-0.012, 0.044, -0.031], [0.003, 0.042, 0.093], [-0.028, -0.028, -0.067], [0.047, -0.027, -0.042], [0.206, 0.132, 0.158], [-0.128, 0.007, -0.001], [0.010, -0.052, 0.008], [0.061, 0.019, 0.007], [-0.020, 0.037, -0.047], [0.013, 0.119, -0.028], [0.043, -0.068, -0.003], [0.035, -0.063, 0.073], [0.013, -0.006, 0.011], [0.004, 0.012, -0.024], [-0.015, 0.029, -0.004], [-0.022, 0.028, 0.017], [0.038, -0.015, 0.075], [0.009, 0.030, 0.011], [0.018, -0.017, -0.013], [-0.002, -0.010, -0.016], [0.007, -0.022, 0.006], [0.307, -0.195, -0.267], [0.071, -0.244, 0.189], [0.479, 0.323, 0.002], [0.159, -0.005, 0.171], [-0.066, -0.004, 0.046], [0.087, 0.057, 0.101], [0.400, -0.102, -0.168], [-1.166, -0.652, -0.768], [0.628, -0.248, 0.833], [0.015, 0.357, -0.399], [0.132, -0.019, 0.117], [0.045, -0.060, 0.017], [0.016, 0.000, 0.005], [-0.005, 0.048, 0.004], [-0.082, 0.057, -0.077], [-0.638, 0.207, -0.091], [-0.099, -0.245, -0.190], [-0.049, -0.066, 0.009], [-0.010, -0.002, 0.001], [0.001, 0.052, 0.093], [0.202, 0.152, 0.246], [-0.255, -0.102, -0.143], [-0.128, 0.011, -0.036], [0.102, -0.047, 0.026], [-0.041, 0.084, 0.013], [-0.049, 0.043, -0.090], [-0.220, 0.001, 0.135], [0.727, 0.142, -0.320], [-0.053, -0.077, 0.166], [-0.057, 0.003, 0.010], [0.058, -0.011, -0.044], [-0.014, -0.012, -0.030], [0.047, -0.021, -0.019], [-0.119, 0.005, -0.035], [-0.155, 0.034, -0.016], [0.031, -0.068, -0.026], [-0.002, -0.002, 0.066], [-0.015, -0.017, -0.021], [-0.012, -0.011, 0.024], [-0.034, 0.105, 0.027], [0.007, -0.025, 0.072], [0.034, 0.018, 0.025], [-0.040, -0.015, -0.003], [0.010, 0.030, 0.016], [-0.049, 0.013, -0.020], [0.032, -0.036, 0.019], [-0.099, 0.070, -0.115], [-0.016, -0.026, 0.014], [0.013, -0.009, -0.010], [-0.010, -0.011, 0.010], [-0.023, 0.014, -0.004], [-0.009, -0.016, -0.016], [0.054, 0.027, -0.025], [0.005, -0.021, 0.034], [0.022, 0.000, -0.023], [0.045, 0.031, 0.034], [0.025, 0.011, 0.042], [-0.003, 0.013, -0.001], [0.011, 0.030, -0.003], [-0.001, 0.000, 0.033], [0.007, -0.012, -0.004], [-0.036, -0.004, -0.097], [0.019, 0.015, 0.013], [0.003, -0.017, -0.030], [0.009, -0.015, 0.004], [-0.029, -0.022, -0.015], [0.021, 0.013, -0.007], [0.026, -0.011, 0.025], [-0.020, -0.002, 0.010], [-0.003, -0.029, 0.002], [0.018, 0.020, 0.064]]
}